Run i
DFT (ωB97M-V/def2-TZVPD) results for a cluster of 4 separate species, H6IO3 in total.

```
10
Properties=species:S:1:pos:R:3
I 1.43820 0.47650 1.66590
O 0.49320 -2.47350 -0.22710
H -0.01780 -2.92050 0.44590
H 0.71520 -1.60050 0.13890
O -1.52580 -0.17050 -0.29010
H -1.90680 -1.07150 -0.31410
H -0.78380 -0.29750 0.32590
O 0.42520 3.09150 -0.57610
H 0.88320 2.52850 0.07590
H 0.27920 2.43750 -1.24510
```

LUMO level ... 0.1295 Eh
HOMO energy ... -4.3498 eV
Charge ... -1
HOMO-LUMO gap ... 7.87 eV

Atomic partial charges in e from the Löwdin method, atoms 1 to 8: I -0.24; O -0.13; H 0.02; H -0.14; O -0.14; H 0.03; H -0.13; O -0.13

***

Run ii
DFT (ωB97M-V/def2-TZVPD) results for a structure of composition H6IO3.

```
10
Properties=species:S:1:pos:R:3
I -0.08790 0.79030 0.35380
O 0.44410 1.82830 -3.20920
H 0.27110 1.48830 -2.27920
H -0.47390 2.15230 -3.45120
O -0.84490 -2.58370 0.27180
H -1.38290 -2.52870 -0.46120
H -0.67890 -1.69770 0.51780
O 0.89110 -0.01670 3.11080
H 0.28910 -0.04370 2.37280
H 1.57310 0.61130 2.77380
```

LUMO level ... 0.1286 Eh
HOMO energy ... -4.5002 eV
Charge ... -1
HOMO-LUMO gap ... 8.00 eV

Atomic partial charges in e from the Löwdin method, atoms 1 to 8: I 0.04; O -0.18; H -0.11; H 0.04; O -0.09; H -0.03; H -0.17; O -0.23

***

Run iii
DFT (ωB97M-V/def2-TZVPD) results for a cluster of 4 separate species, H6IO3 in total.

```
10
Properties=species:S:1:pos:R:3
I 0.27933 -0.74163 -0.48497
O -1.00357 0.75401 2.60171
H -0.17173 1.23292 2.54068
H -1.00868 0.22868 1.78459
O -2.00365 -2.12646 -2.82557
H -2.35172 -1.34849 -3.26933
H -1.39592 -1.74894 -2.15383
O 2.71774 1.40444 0.94109
H 3.07142 1.40330 0.04710
H 1.86677 0.94216 0.81853
```

LUMO level ... 0.1313 Eh
HOMO energy ... -4.4918 eV
Charge ... -1
HOMO-LUMO gap ... 8.06 eV

Atomic partial charges in e from the Löwdin method, atoms 1 to 8: I -0.16; O -0.13; H 0.01; H -0.11; O -0.16; H 0.01; H -0.18; O -0.15

***

Pick run iii: it beats the second-best structure by 0.0071 hartree.